Molecular formula: C36H36N8O4S2W
Method: DFT, the ωB97M-V functional and the def2-TZVPD basis

Each line ends with the Löwdin spin population.
CARTESIAN COORDINATES (ANGSTROEM)
W  -0.255361  0.083208  -0.389977  1.554
C  3.369880  -1.201731  -2.092489  0.000
O  3.798708  0.142890  -2.247427  -0.001
C  3.536410  1.079170  -1.296909  0.000
C  4.313446  2.227593  -1.381052  0.003
C  4.173736  3.271353  -0.479838  -0.002
C  3.241259  3.172202  0.535787  0.004
C  2.432183  2.042737  0.612275  0.006
C  1.357288  1.995688  1.605460  0.034
N  0.171709  1.670629  1.261570  0.005
N  -0.775187  1.726499  2.283860  0.004
C  -1.754025  0.927260  2.001793  0.003
O  -1.767308  0.158507  0.959256  0.030
C  -2.916311  0.827005  2.912133  -0.001
C  -3.199571  1.842690  3.820736  -0.001
C  -4.305584  1.738152  4.647917  0.000
C  -5.127243  0.619739  4.574217  0.000
C  -4.840711  -0.395685  3.672614  0.000
C  -3.737151  -0.293186  2.839052  0.000
C  2.559705  0.976990  -0.291884  0.016
O  1.766557  -0.098919  -0.167743  0.065
H  3.869081  -1.751383  -2.887990  0.000
H  2.289800  -1.290092  -2.194205  0.000
H  3.697082  -1.602162  -1.127443  0.000
H  5.040533  2.276809  -2.181450  0.000
H  4.792197  4.153164  -0.576343  0.000
H  3.111010  3.974845  1.251203  0.000
H  1.543267  2.299364  2.633705  0.002
H  -2.550226  2.706625  3.863976  0.000
H  -4.531229  2.531215  5.349018  0.000
H  -5.992804  0.541341  5.219680  0.000
H  -5.479384  -1.267527  3.615449  0.000
H  -3.494971  -1.075232  2.131795  0.000
C  -1.216475  3.550686  -0.865681  0.012
C  -1.076159  2.406483  -1.812720  0.036
N  -1.702877  1.268433  -1.555017  0.025
N  -2.195692  0.619002  -2.690724  0.024
C  -2.206670  -0.656660  -2.685526  0.029
S  -1.439406  -1.692679  -1.511379  0.020
S  -3.249895  -1.428654  -3.898920  0.007
C  -4.563959  -1.909801  -2.718412  0.002
C  -5.078593  -0.751231  -1.914164  0.000
C  -6.022978  0.124472  -2.441092  0.000
C  -6.454866  1.218221  -1.707702  0.000
C  -5.939418  1.453271  -0.437164  0.000
C  -4.994312  0.587600  0.092224  0.000
C  -4.569254  -0.509524  -0.643390  0.001
C  -0.268199  2.472728  -3.002243  0.005
C  -0.153979  3.578632  -3.851466  0.009
C  0.706833  3.548821  -4.923701  -0.001
C  1.499128  2.409924  -5.124131  0.010
C  1.444929  1.331934  -4.270422  -0.001
C  0.564315  1.334136  -3.174587  0.013
O  0.587229  0.346552  -2.312858  0.046
H  -2.195973  4.003123  -1.051526  0.003
H  -0.441240  4.296892  -1.025121  0.000
H  -1.214992  3.224331  0.171920  0.002
H  -4.170283  -2.688443  -2.066317  0.000
H  -5.341176  -2.348630  -3.344990  0.000
H  -6.411163  -0.046375  -3.438946  0.000
H  -7.191709  1.891120  -2.127643  0.000
H  -6.274200  2.309033  0.135356  0.000
H  -4.580211  0.763480  1.078512  0.000
H  -3.812142  -1.170916  -0.234912  0.001
H  -0.784960  4.442810  -3.678125  0.000
H  0.771151  4.387429  -5.602950  0.000
H  2.183984  2.381270  -5.963110  0.001
H  2.088198  0.473216  -4.408398  0.000
C  3.874546  -2.930458  2.793788  0.000
C  2.945963  -4.029380  3.304402  0.000
C  2.260526  -3.619269  4.603545  0.000
C  1.937637  -4.460042  2.239962  0.000
N  1.037025  -3.382837  1.840903  0.004
C  1.215560  -2.413237  0.955566  0.014
N  0.159840  -1.631765  1.003421  0.008
N  -0.676509  -2.154524  1.930467  0.008
N  -0.150747  -3.193295  2.445846  0.003
H  4.655192  -2.724620  3.525975  0.000
H  3.334181  -1.994545  2.630131  0.000
H  4.361890  -3.212805  1.857549  0.000
H  3.546168  -4.924694  3.494216  0.000
H  1.649443  -2.725332  4.463722  0.000
H  3.005194  -3.394512  5.367366  0.000
H  1.610638  -4.409498  4.981935  0.000
H  1.300283  -5.264227  2.603034  0.000
H  2.447693  -4.800298  1.338777  0.000
H  2.066871  -2.275934  0.314379  0.001

Forces on the atoms, in the same order (eV/Å):
-0.005 0.792 0.048
0.002 -0.063 -0.011
-0.022 0.022 -0.034
0.084 -0.096 -0.037
0.007 -0.003 0.013
-0.034 -0.012 0.021
0.124 0.018 0.047
-0.084 -0.118 0.096
0.256 0.483 -0.366
0.194 -1.190 0.145
0.025 0.203 -0.033
-0.070 -0.063 0.031
-0.135 -0.234 0.050
0.085 0.039 0.095
0.013 -0.020 -0.005
-0.021 0.008 0.001
0.013 0.005 -0.020
0.049 -0.026 0.025
0.111 -0.127 0.303
-0.164 0.071 -0.159
-0.057 0.103 0.275
0.014 -0.009 -0.004
0.036 -0.014 -0.015
0.009 -0.001 -0.013
-0.004 -0.009 0.000
-0.001 0.002 0.009
-0.002 -0.006 0.007
-0.100 0.227 -0.045
-0.001 -0.001 -0.001
-0.001 -0.002 0.000
0.003 0.001 0.000
-0.001 0.006 -0.008
-0.010 0.008 0.027
0.010 -0.022 -0.006
0.022 -0.042 0.068
-0.031 -0.136 -0.048
0.060 0.045 -0.007
-0.080 0.024 0.033
0.195 0.021 -0.084
0.062 -0.009 -0.065
-0.044 -0.066 0.037
-0.025 -0.025 -0.025
0.000 0.027 -0.008
0.020 -0.004 0.040
-0.011 -0.034 -0.093
-0.050 0.125 -0.041
-0.074 -0.030 0.101
0.002 0.037 0.030
0.000 0.005 -0.010
0.008 -0.035 0.009
-0.018 0.034 0.002
0.015 -0.006 -0.035
-0.056 0.019 0.015
0.081 0.014 0.018
0.015 0.030 -0.031
0.026 -0.024 0.036
-0.079 -0.006 -0.008
-0.009 -0.013 -0.010
-0.011 0.026 0.003
0.004 -0.001 0.001
-0.007 0.002 -0.004
-0.004 0.010 0.004
-0.194 0.079 -0.356
-0.090 0.046 -0.016
0.006 0.000 0.003
0.002 0.000 -0.001
-0.001 0.000 0.000
-0.007 0.009 0.002
0.000 -0.012 0.002
0.031 0.046 0.013
-0.005 -0.004 0.001
-0.031 -0.013 -0.026
0.018 -0.047 0.072
0.033 0.035 -0.027
-0.125 -0.151 0.035
0.056 0.079 -0.016
-0.008 -0.024 -0.046
-0.003 0.000 -0.002
0.000 -0.004 0.001
-0.001 0.001 0.004
0.003 -0.002 0.005
0.005 -0.001 -0.003
-0.003 -0.002 -0.001
0.001 0.005 0.000
-0.002 0.000 0.001
-0.011 -0.003 -0.007
-0.005 0.001 -0.001

## Properties
**E_tot**: -81522.59727 eV
**Orbital gap (spin up / spin down)**: 0.25505 / 0.24328 Eh
**Multiplicity**: 3
**<S²>**: 2.014